A) ORCA calculation (ωB97M-V/def2-TZVPD) on a single C2H4N4O molecule.

The value obtained for the orbital gap is 0.38240 hartree. The structure (SMILES) is Cn1nn[nH]c1=O. As for the lowest unoccupied orbital energy: 0.03122 hartree. The highest occupied orbital energy comes out at -9.56 eV.

Each line ends with the Löwdin charge.
Atoms and positions in Å:
1 H -0.295 1.466 -1.669  0.10
2 O 0.930 -1.081 -1.560  0.07
3 N -0.229 0.189 1.441  0.05
4 C -0.652 1.386 -0.605  -0.06
5 N 0.675 -1.617 0.743  0.06
6 C 0.588 -0.890 -0.419  -0.50
7 N -0.026 0.290 0.084  -0.11
8 H -0.433 2.487 -0.092  0.14
9 N 0.232 -0.953 1.825  -0.01
10 H -1.739 1.361 -0.559  0.07
11 H 0.948 -2.640 0.809  0.19



B) ORCA calculation (ωB97M-V/def2-TZVPD) on a molecular structure, C2H4N4O.

The value obtained for the orbital gap (spin up / spin down) is 0.30400 / 0.30384 hartree. As for the lowest unoccupied orbital energy (spin up / spin down): -0.00090 / -0.00100 hartree. The highest occupied orbital energy (spin up / spin down) comes out at -8.30 / -8.30 eV.

Each line ends with the Löwdin charge.
Atoms and positions in Å:
1 N 0.148 2.642 1.324  0.11
2 H -1.105 -1.557 -1.867  0.10
3 C -0.294 -1.126 -0.054  -0.53
4 H -1.948 -2.208 -0.492  0.10
5 H -0.084 3.238 0.506  0.12
6 N 0.040 -1.025 1.148  0.19
7 N 0.820 1.694 1.219  0.10
8 N -1.271 -1.565 -0.874  0.14
9 O 0.869 0.990 -0.392  -0.14
10 C 0.924 -0.303 -0.225  -0.30
11 H 1.903 -0.781 -0.295  0.11



Going by the energies, A) is most stable and the next is 3.596 eV up.



A) ORCA calculation (ωB97M-V/def2-TZVPD) on a single C2H4N4O molecule.

The value obtained for the orbital gap is 0.33008 hartree. The structure (SMILES) is C/N=c1/nno[nH]1. As for the lowest unoccupied orbital energy: -0.01047 hartree. The highest occupied orbital energy comes out at -9.27 eV.

Each line ends with the Löwdin charge.
Atoms and positions in Å:
1 N -1.909 -0.440 0.040  0.10
2 N -0.948 -1.168 0.000  0.11
3 H 3.399 -0.015 -0.384  0.11
4 H 1.898 1.293 -0.469  0.11
5 N -0.252 0.963 -0.175  -0.06
6 C 0.221 -0.375 -0.152  -0.38
7 H 0.402 1.410 0.626  0.19
8 H 2.510 0.659 1.001  0.07
9 C 2.334 0.275 -0.012  -0.20
10 N 1.440 -0.845 0.085  0.03
11 O -1.483 0.961 0.070  -0.09



B) ORCA calculation (ωB97M-V/def2-TZVPD) on a single C2H4N4O molecule.

The value obtained for the orbital gap is 0.36601 hartree. The structure (SMILES) is Nn1nncc1O. As for the lowest unoccupied orbital energy: 0.01676 hartree. The highest occupied orbital energy comes out at -9.50 eV.

Each line ends with the Löwdin charge.
Atoms and positions in Å:
1 N 1.374 0.649 0.492  0.01
2 H 0.923 -2.421 0.651  0.07
3 C 0.700 -1.473 0.318  -0.05
4 H -0.056 2.592 -0.741  0.12
5 H -0.735 1.981 0.690  0.08
6 H -1.696 -1.731 -0.581  0.15
7 N 0.323 0.554 -0.302  -0.17
8 O -1.609 -0.727 -0.833  0.01
9 N 1.593 -0.555 0.834  -0.03
10 N -0.543 1.752 -0.286  0.09
11 C -0.276 -0.620 -0.240  -0.29



Going by the energies, B) is most stable and the next is 1.751 eV up.



A) ORCA calculation (ωB97M-V/def2-TZVPD) on a single C2H4N4O molecule.

The value obtained for the orbital gap is 0.40980 hartree. The structure (SMILES) is COn1cnnn1. As for the lowest unoccupied orbital energy: 0.02001 hartree. The highest occupied orbital energy comes out at -10.61 eV.

Each line ends with the Löwdin charge.
Atoms and positions in Å:
1 N -0.463 0.691 2.281  -0.01
2 N -0.007 -0.594 2.378  0.03
3 C -0.217 -1.047 1.111  -0.22
4 N -0.752 0.939 0.960  0.04
5 H 0.562 1.534 -1.253  0.05
6 N -0.734 -0.212 0.322  -0.21
7 H 1.547 0.022 -1.182  0.11
8 O -0.875 -0.012 -1.054  -0.09
9 H 0.560 0.290 -2.719  0.11
10 C 0.574 0.514 -1.580  0.04
11 H -0.196 -2.127 0.735  0.15



B) ORCA calculation (ωB97M-V/def2-TZVPD) on a single C2H4N4O molecule.

The value obtained for the orbital gap is 0.38137 hartree. The structure (SMILES) is Cn1nnnc1O. As for the lowest unoccupied orbital energy: 0.00983 hartree. The highest occupied orbital energy comes out at -10.11 eV.

Each line ends with the Löwdin charge.
Atoms and positions in Å:
1 C 1.494 -0.726 -0.007  0.06
2 H 1.726 -1.015 1.073  0.11
3 H 1.814 0.368 -0.175  0.10
4 H 1.926 -1.221 -0.789  0.04
5 N -1.069 -1.515 0.057  0.02
6 H -0.788 2.564 -0.431  0.23
7 O -0.119 1.812 0.029  0.02
8 N -2.157 -0.879 -0.078  -0.06
9 C -0.722 0.627 0.205  -0.52
10 N -0.069 -0.519 0.040  -0.07
11 N -2.036 0.504 0.076  0.08



C) ORCA calculation (ωB97M-V/def2-TZVPD) on a molecular structure, C2H4N4O.

The value obtained for the orbital gap (spin up / spin down) is 0.32359 / 0.32355 hartree. As for the lowest unoccupied orbital energy (spin up / spin down): -0.02043 / -0.02044 hartree. The highest occupied orbital energy (spin up / spin down) comes out at -9.36 / -9.36 eV.

Each line ends with the Löwdin charge.
Atoms and positions in Å:
1 N 2.875 0.151 -1.274  0.17
2 O -2.358 -0.097 -1.084  -0.06
3 N -0.648 0.080 0.247  -0.16
4 N -0.873 1.287 0.762  0.06
5 H -1.172 1.389 1.739  0.11
6 C 1.925 -0.334 -0.845  -0.25
7 H -1.387 1.820 0.141  0.06
8 N -1.349 -0.649 -0.686  -0.11
9 H 0.520 -1.860 -0.139  0.09
10 H 1.434 -0.873 1.067  0.09
11 C 1.032 -0.915 0.072  0.01



D) ORCA calculation (ωB97M-V/def2-TZVPD) on a single C2H4N4O molecule.

The value obtained for the orbital gap is 0.34761 hartree. The structure (SMILES) is Nc1nnc(O)[nH]1. As for the lowest unoccupied orbital energy: 0.02499 hartree. The highest occupied orbital energy comes out at -8.78 eV.

Each line ends with the Löwdin charge.
Atoms and positions in Å:
1 C 0.538 0.910 0.191  -0.42
2 H -1.265 0.886 -0.917  0.12
3 N 0.437 -1.220 0.499  0.04
4 N -0.405 0.447 -0.765  0.18
5 H 0.996 2.592 1.232  0.12
6 N 1.317 -0.076 0.751  0.08
7 N 0.440 2.295 0.395  0.12
8 H 0.797 2.635 -0.397  0.03
9 O -1.509 -1.716 -0.578  0.10
10 C -0.519 -0.894 -0.315  -0.51
11 H -1.084 -2.592 -0.711  0.14



Going by the energies, D) is most stable and the next is 1.210 eV up.